{"formula": "C3H7NOS", "method": "wB97M-V/def2-TZVPD", "symbols": ["C", "H", "H", "H", "N", "H", "H", "H", "S", "C", "O", "C", "H"], "coordinates": [[1.76270, -0.02987, -0.22007], [0.09995, -0.96986, 0.76901], [0.18430, -1.30273, -0.92726], [2.84724, 1.77387, 0.20765], [1.89250, 1.29479, 0.14547], [-2.30257, -1.18264, -0.51137], [-3.24666, 0.19116, 0.19031], [-2.04182, -0.68958, 1.16841], [-0.99303, 0.73352, -0.56141], [-2.29117, -0.33420, 0.14254], [2.72763, -0.76093, -0.36601], [0.30947, -0.54083, -0.17380], [1.05146, 1.81731, 0.13653]], "forces_ev_per_angstrom": [[0.85, 0.54, 1.23], [-0.05, -0.26, 1.15], [0.23, -0.38, -0.15], [-2.21, -1.26, -0.30], [2.05, -0.29, -0.36], [-0.55, -0.55, -0.24], [0.14, -0.13, -0.26], [-0.04, 0.46, -0.67], [0.35, -0.74, 0.89], [0.24, 0.37, 0.75], [-0.89, 0.16, -0.29], [0.31, 1.23, -1.97], [-0.42, 0.86, 0.22]], "nbo_charge": [0.6662, 0.2331, 0.2349, 0.4169, -0.8374, 0.2145, 0.2343, 0.2145, 0.1485, -0.7263, -0.5999, -0.5951, 0.3957], "gap_ev": 9.91, "total_charge": 0, "relative_energy_ev": 0.461, "multiplicity": 1}


{"formula": "C4H5BrN2O", "method": "wB97M-V/def2-TZVPD", "symbols": ["Br", "H", "C", "O", "H", "N", "H", "H", "N", "C", "C", "C", "H"], "coordinates": [[0.23514, -1.75693, 2.68345], [-1.20539, -0.60587, -2.01361], [0.01424, 0.50500, -0.58344], [-1.20739, -2.82356, -0.10468], [1.22618, 1.90710, 1.41829], [-0.14835, -1.01672, 1.03252], [1.38410, 0.62744, 2.55074], [0.19725, 1.38179, -1.21710], [0.86558, 1.07300, 1.72125], [0.40670, 0.19411, 0.72875], [-0.86659, -1.48383, -0.01943], [-0.86279, -0.51908, -0.99996], [-1.17701, -2.87477, -1.05073]], "forces_ev_per_angstrom": [[-0.47, -0.36, -0.58], [-0.33, -0.29, -0.08], [0.21, 0.41, 0.93], [0.11, 1.38, 0.62], [1.05, 2.09, -0.89], [0.86, 0.24, 1.29], [-0.96, 1.10, -2.09], [0.13, -0.27, 0.87], [-0.07, -3.83, 2.66], [-0.28, 2.10, -1.41], [-0.63, -0.62, -0.55], [0.62, -0.87, 0.11], [-0.25, -1.08, -0.88]], "nbo_charge": [0.2660, 0.2198, -0.3482, -0.6583, 0.3866, -0.4263, 0.3863, 0.2244, -0.8249, 0.2772, 0.3812, -0.3690, 0.4852], "gap_ev": 7.10, "total_charge": 0, "relative_energy_ev": 1.659, "multiplicity": 1}


{"formula": "C7H10N2O2", "method": "wB97M-V/def2-TZVPD", "symbols": ["H", "C", "H", "C", "H", "H", "H", "C", "H", "N", "C", "H", "C", "O", "H", "H", "O", "H", "N", "C", "C"], "coordinates": [[0.43532, -2.15294, -0.91040], [-2.09041, 1.49874, -0.30934], [3.64925, 0.08638, 0.63131], [1.72043, 0.50092, 1.36331], [-2.61117, 2.28644, -0.92864], [-0.26612, 0.57256, 1.94819], [-2.83427, 0.71559, -0.11749], [0.69400, -1.01092, -0.97193], [-1.27805, 0.42736, -1.85205], [-1.02515, 0.92003, -0.96898], [2.13114, -0.78943, -0.63345], [-1.72263, 1.93320, 0.58893], [-0.24003, -0.25589, 0.00403], [-2.14435, -1.46740, -0.51747], [1.87154, 1.00805, 2.37532], [3.00558, -1.18376, -1.11903], [-1.39491, -1.59176, 1.53293], [0.45269, -0.58422, -1.99919], [-1.37536, -1.18336, 0.35943], [0.38184, 0.31551, 1.19553], [2.64067, -0.04511, 0.32900]], "forces_ev_per_angstrom": [[0.58, 2.05, -0.47], [-2.66, 0.43, -0.38], [1.06, -0.30, -0.73], [-2.78, 0.24, 0.56], [0.73, -0.67, 0.57], [-1.41, 0.72, 1.69], [-0.56, 0.47, 0.54], [-0.66, -0.93, -0.19], [0.10, 0.30, 1.23], [4.42, -2.92, -0.25], [1.69, 0.20, -0.35], [-0.06, 0.56, 0.88], [-1.54, 1.88, -3.52], [-0.48, -0.58, -0.02], [0.96, -0.82, -1.74], [-0.59, -0.95, -1.35], [-0.41, 0.37, -1.76], [0.49, -0.97, 1.10], [0.67, -0.43, 2.10], [2.37, 0.08, -0.91], [-1.92, 1.27, 2.99]], "nbo_charge": [0.2502, -0.4284, 0.2173, -0.1707, 0.2108, 0.2173, 0.1641, -0.4696, 0.3635, -0.6009, -0.1615, 0.1967, 0.2044, -0.3660, 0.2337, 0.2255, -0.3798, 0.2560, 0.5100, -0.2413, -0.2316], "gap_ev": 9.19, "total_charge": 0, "relative_energy_ev": 6.329, "multiplicity": 1}


{"formula": "C21H23ClN2O3", "method": "wB97M-V/def2-TZVPD", "symbols": ["C", "C", "C", "C", "H", "C", "H", "H", "H", "C", "C", "H", "C", "H", "C", "C", "H", "C", "H", "C", "N", "C", "H", "H", "H", "H", "N", "C", "C", "H", "C", "H", "H", "O", "H", "C", "H", "O", "Cl", "C", "H", "C", "H", "H", "H", "H", "C", "O", "C", "H"], "coordinates": [[-2.14146, 1.63016, -0.30344], [-2.34802, -0.87686, -1.51133], [-3.26308, -0.47410, -0.55436], [1.43730, -3.65400, 0.03098], [-2.14468, -1.73281, 2.06229], [-3.16127, 0.76336, 0.06039], [2.17383, 2.52766, -0.95692], [3.39830, 2.40137, 0.32401], [-2.12025, 3.77544, -0.37570], [-0.45302, -2.60474, 1.08227], [1.69461, 3.62956, 0.82150], [2.26865, -0.33658, -2.17347], [1.71649, 1.11382, 0.62033], [-2.73083, 3.09605, 1.15697], [3.85766, -1.16654, -0.97403], [4.65931, -0.85900, 0.29109], [-3.88038, 1.05112, 0.81232], [-1.76252, -2.71514, 1.80002], [-2.43225, -1.84918, -1.96937], [2.32440, 2.41940, 0.11829], [1.90177, 0.01210, -0.15378], [0.29372, 3.83594, 0.26054], [-0.62026, -0.30937, -2.62480], [3.33932, 0.87335, -1.42977], [-2.49815, -3.21976, 1.17588], [5.33452, -1.68419, 0.50108], [-0.66172, 3.13837, 0.90998], [-1.23220, 1.23736, -1.28002], [2.00716, -2.41170, -0.22554], [2.28632, 4.51901, 0.60571], [2.82414, -0.06832, -1.26658], [-0.35838, 2.45653, 1.59520], [1.97721, -4.53168, -0.28692], [1.09301, 1.07701, 1.66694], [-0.42171, -0.47624, 1.09931], [0.10396, -1.36812, 0.80559], [-0.45305, 1.92200, -1.57917], [0.07246, 4.54724, -0.69939], [-4.56299, -1.52857, -0.11940], [1.33290, -1.25022, 0.16504], [5.24301, 0.04744, 0.15375], [-1.99059, 2.97584, 0.36144], [4.53944, -1.26457, -1.82730], [-1.64485, -3.29894, 2.71190], [1.66237, 3.45986, 1.89714], [-0.19731, -4.72271, 0.88152], [0.22608, -3.75012, 0.68040], [3.20798, -2.41557, -0.88099], [-1.33154, -0.00819, -1.87051], [3.99625, -0.73232, 1.14437]], "forces_ev_per_angstrom": [[-0.05, -0.09, 0.04], [-0.16, -0.04, 0.06], [0.19, 0.03, -0.16], [0.06, 0.10, -0.05], [-0.10, 0.06, 0.04], [0.05, 0.06, -0.04], [0.13, -0.03, -0.02], [0.01, -0.04, -0.12], [-0.08, -0.09, 0.17], [0.09, 0.12, -0.04], [-0.01, -0.08, -0.18], [0.09, 0.09, 0.04], [0.22, 0.19, -0.10], [0.01, 0.01, -0.12], [0.27, 0.60, 0.03], [-0.23, -0.25, -0.28], [-0.08, 0.01, 0.09], [0.02, -0.07, -0.02], [-0.03, -0.11, -0.02], [-0.14, 0.18, 0.24], [-0.06, -0.21, -0.11], [0.33, 0.10, 0.52], [0.08, -0.04, -0.07], [-0.06, -0.03, 0.02], [-0.12, 0.00, 0.01], [0.08, -0.03, 0.03], [-0.37, -0.15, 0.27], [-0.03, -0.02, -0.01], [-0.17, 0.01, 0.11], [-0.11, -0.03, 0.00], [0.28, -0.23, -0.29], [0.11, 0.12, -0.12], [0.08, -0.11, -0.04], [0.04, -0.02, 0.25], [-0.04, 0.05, 0.00], [-0.14, -0.24, 0.08], [0.13, 0.10, -0.05], [0.03, 0.15, -0.43], [-0.20, -0.13, 0.05], [0.10, -0.22, 0.08], [0.08, 0.13, 0.00], [-0.03, 0.21, -0.11], [-0.15, 0.08, 0.11], [-0.05, -0.01, 0.10], [0.05, 0.02, -0.03], [-0.04, -0.13, 0.03], [0.13, 0.10, -0.06], [-0.16, -0.22, 0.03], [0.00, 0.10, -0.02], [-0.03, 0.02, 0.10]], "nbo_charge": [0.0742, -0.2437, -0.0198, -0.2464, 0.2159, -0.2753, 0.2302, 0.2361, 0.2473, -0.0283, -0.4878, 0.2100, 0.7129, 0.2024, 0.0934, -0.6420, 0.2254, -0.6281, 0.2308, -0.5008, -0.4519, 0.6780, 0.2152, 0.2251, 0.2216, 0.2288, -0.6212, -0.2528, 0.2476, 0.2359, -0.2405, 0.4278, 0.2248, -0.6496, 0.2358, -0.2105, 0.2215, -0.6407, 0.0033, 0.1266, 0.2111, -0.2701, 0.1973, 0.2177, 0.2338, 0.2102, -0.1906, -0.4842, -0.1761, 0.2194], "gap_ev": 8.82, "total_charge": 0, "relative_energy_ev": 0.000, "multiplicity": 1}


{"formula": "C4H12CoO6", "method": "wB97M-V/def2-TZVPD", "symbols": ["H", "C", "O", "Co", "O", "C", "O", "O", "H", "H", "O", "H", "C", "H", "H", "H", "C", "O", "H", "H", "H", "H", "H"], "coordinates": [[18.49994, -14.06329, 24.36721], [15.82474, -7.70016, 26.08527], [13.51278, -12.60579, 24.13143], [12.31638, -11.23496, 25.01109], [15.59282, -12.83429, 24.85310], [17.94611, -11.12831, 26.99890], [17.08090, -12.23672, 27.27597], [14.71907, -8.50576, 26.43718], [16.95080, -12.72342, 26.44589], [16.45221, -8.13072, 25.29997], [18.02655, -12.18772, 23.59563], [15.48954, -6.71213, 25.77187], [18.84276, -13.37195, 23.59469], [17.17220, -12.44902, 23.98912], [16.50230, -7.58467, 26.93813], [18.97104, -11.45940, 26.81089], [14.57480, -12.14228, 24.73292], [14.31724, -11.02328, 25.34827], [19.85349, -13.05044, 23.84150], [18.78638, -13.84299, 22.61325], [14.81442, -9.36561, 25.99546], [17.89661, -10.51664, 27.89813], [17.59539, -10.58612, 26.11795]], "forces_ev_per_angstrom": [[0.08, -0.15, -0.07], [0.58, 0.04, 0.24], [-2.34, 0.72, -0.26], [3.11, -0.99, -0.64], [-0.62, 1.29, -0.58], [-0.56, -0.66, 0.13], [0.40, -0.04, -0.31], [-0.14, -0.28, -0.39], [-0.20, 0.29, 0.27], [-0.28, -0.06, -0.18], [-0.09, -0.58, 0.28], [-0.05, 0.02, -0.03], [-0.56, 0.88, 0.20], [0.23, 0.29, -0.26], [-0.16, 0.11, 0.10], [0.04, 0.08, 0.08], [1.24, -2.25, 1.17], [-1.34, 1.07, 0.20], [0.13, -0.22, -0.20], [0.24, -0.18, 0.02], [0.05, 0.19, 0.32], [0.19, 0.23, -0.17], [0.04, 0.19, 0.08]], "nbo_charge": [0.1658, -0.2481, -0.7811, 1.4019, -0.7071, -0.2457, -0.7443, -0.7603, 0.4840, 0.1703, -0.7635, 0.1648, -0.2494, 0.4942, 0.1638, 0.1596, 0.9509, -0.8294, 0.1718, 0.1632, 0.4988, 0.1739, 0.1660], "gap_ev": [6.05, 6.03], "total_charge": 0, "multiplicity": 4, "s2": 3.759}